[1]
Below is a molecular structure, IMg at a distorted geometry, with properties calculated with ωB97M-V/def2-TZVPD.

Cartesian coordinates (Å):
Mg -0.2399 1.7554 -0.4067
I 0.2399 -1.7554 0.4067

Values from the calculation:
Kohn-Sham gap, eV: 5.066
Energy relative to the best compared isomer or geometry (same formula, charge and spin), kcal per mole: 53.7
Total charge: +1

List of natural (NBO) charges in e, atom by atom: atom 1 (Mg): 1.16, atom 2 (I): -0.16


[2]
Below is a molecular structure, IN4O12Sr at a distorted geometry, with properties calculated with ωB97M-V/def2-TZVPD.

Cartesian coordinates (Å):
Sr -1.4425 0.7047 -0.5044
N 0.6287 0.0359 2.6045
O 0.3485 0.3095 1.4093
O 0.5003 0.9553 3.4635
O 0.9911 -1.1094 2.9037
N 0.2096 3.2732 -1.3086
O 0.6296 2.0489 -1.0681
O 1.0932 4.0884 -1.4961
O -1.0429 3.4422 -1.3697
N -1.2730 -2.8684 0.4711
O -1.7698 -1.6829 0.3454
O -1.3565 -3.4671 1.5568
O -0.7726 -3.3933 -0.5490
N 1.5682 -1.0449 -2.0339
O 0.4025 -0.7854 -1.6605
O 1.8002 -2.2043 -2.4506
O 2.4556 -0.1523 -2.1169
I -2.9700 1.8499 1.8033

Values from the calculation:
Kohn-Sham gap, eV: 6.221
Energy relative to the best compared isomer or geometry (same formula, charge and spin), kcal per mole: 0.0
Total charge: -3

Löwdin atomic charge list, values in e, 8 entries: atom 1 (Sr): 1.12, atom 2 (N): -0.61, atom 3 (O): -0.19, atom 4 (O): -0.12, atom 5 (O): -0.05, atom 6 (N): -0.58, atom 7 (O): -0.20, atom 8 (O): -0.02